Arrangement A

Entry from the OMol25 dataset: an isolated ion of composition C6H9N2 and charge +1 (ωB97M-V with the def2-TZVPD basis set).

Geometry as ORCA input:
```
! RIJCOSX wB97M-V def2-TZVPD def2/J DEFGRID3
* xyz 1 1
N 0.281 1.753 0.995
C 0.562 0.641 0.141
C 1.306 -0.531 0.673
C 1.007 -1.869 0.348
C -0.282 -2.190 -0.243
C -1.161 -1.345 -0.840
C -0.631 0.293 -0.782
N -1.401 1.282 -1.179
H -0.138 1.572 1.864
H 0.937 2.533 1.096
H 1.234 0.931 -0.607
H 2.133 -0.369 1.400
H 1.620 -2.625 0.826
H -0.493 -3.307 -0.391
H -2.035 -1.526 -1.288
H -1.949 0.991 -1.942
H -1.399 2.248 -1.092
*
```

Computed properties:
LUMO energy, eV: -4.999
Structure (SMILES): N[C@H]1C=CC=CC1=[NH2+]
Gap between HOMO and LUMO, eV: 8.2

natural (NBO) atomic charge list, values in e, 6 entries: -0.85 -0.21 -0.09 -0.25 -0.12 -0.22

=====

Arrangement B

Entry from the OMol25 dataset: C6H9N2 as an isolated structure (ωB97M-V with the def2-TZVPD basis set).

Geometry as ORCA input:
```
! RIJCOSX wB97M-V def2-TZVPD def2/J DEFGRID3
* xyz 1 1
C 0.215 -2.286 -0.306
C 1.295 -1.558 -0.771
C -0.424 -1.625 0.692
C 1.392 -0.367 0.023
C 0.170 -0.288 0.866
C 2.486 0.404 0.070
N 3.425 1.073 0.163
N -1.650 1.451 -0.430
H -0.114 -3.170 -0.746
H 2.022 -1.833 -1.487
H -1.160 -1.973 1.417
H -0.779 0.472 0.165
H 0.347 0.261 1.835
H -1.452 1.375 -1.352
H 4.392 1.331 0.545
H -1.337 2.221 0.027
H -2.629 1.345 -0.419
*
```

Computed properties:
LUMO energy, eV: -4.305
Gap between HOMO and LUMO, eV: 8.5

natural (NBO) atomic charge list, values in e, 6 entries: -0.29 -0.05 -0.06 -0.31 -0.52 0.62

=====

Arrangement C

Entry from the OMol25 dataset: a 2-piece molecular cluster, C6H9N2 overall (ωB97M-V with the def2-TZVPD basis set).

Geometry as ORCA input:
```
! RIJCOSX wB97M-V def2-TZVPD def2/J DEFGRID3
* xyz 1 1
C -1.748 -1.099 0.265
C -1.792 -0.291 1.359
C -1.623 0.915 -0.424
C 2.316 0.780 -0.644
C 2.854 -0.473 0.003
C 1.651 -0.346 -0.842
N -1.568 -0.348 -0.832
N -1.751 0.973 0.881
H -2.026 -2.183 0.238
H -1.764 -0.610 2.414
H -1.419 1.827 -0.979
H 2.577 1.906 -0.638
H -1.623 1.800 1.570
H 3.854 -0.897 -0.410
H 2.569 -0.545 1.061
H 0.927 -0.936 -1.242
H -1.435 -0.475 -1.783
*
```

Computed properties:
LUMO energy, eV: -3.422
Gap between HOMO and LUMO, eV: 9.0

natural (NBO) atomic charge list, values in e, 6 entries: -0.05 -0.06 0.26 -0.17 -0.44 -0.22

=====

Arrangement D

Entry from the OMol25 dataset: an isolated ion of composition C6H9N2 and charge +1 (ωB97M-V with the def2-TZVPD basis set).

Geometry as ORCA input:
```
! RIJCOSX wB97M-V def2-TZVPD def2/J DEFGRID3
* xyz 1 1
C -1.159 1.651 1.635
C -0.250 1.098 0.623
C 0.441 1.693 -0.452
C 0.969 0.626 -1.311
C 0.583 -0.583 -0.810
C 0.627 -1.945 -1.316
N -0.190 -0.260 0.492
N -0.774 -1.113 1.269
H -0.622 2.376 2.252
H -1.637 1.031 2.395
H -2.019 2.264 1.303
H 0.514 2.778 -0.663
H 1.488 0.551 -2.243
H 0.316 -2.606 -0.467
H 1.441 -2.456 -2.014
H -0.224 -2.053 -1.963
H -0.651 -2.134 1.071
*
```

Computed properties:
LUMO energy (alpha / beta), eV: -6.417 / -7.064
Structure (SMILES): CC1=CC=C(C)[N+]1=N
Gap between HOMO and LUMO (alpha / beta), eV: 7.3 / 6.5

natural (NBO) atomic charge list, values in e, 6 entries: -0.71 0.15 -0.03 -0.26 0.23 -0.71

=====

Name the least stable of them. arrangement D.